This record from the OMol25 dataset describes 6 unconnected molecules or ions with the total composition C12H40N2O6P2S5. The level of theory is ωB97M-V/def2-TZVPD.

The calculation puts the HOMO energy at -7.471 eV. Its spin multiplicity is 1. Its total energy is -3715.624282 Eh. For the LUMO energy, the calculation gives 0.36 eV.

Each line ends with the Mulliken charge.
Positions of all 67 atoms, in Å:
C1 -3.55882 1.00713 0.30830  -0.63
C2 -3.87502 0.70150 -1.15940  -0.55
N1 -2.84908 -0.10061 -1.84007  -0.25
P1 -2.76831 -1.70735 -1.31519  0.01
O1 -1.19647 -2.03059 -1.56205  -0.23
P2 -3.44039 -2.68722 -3.20728  0.20
N2 -2.72913 -2.26316 -4.54547  -0.70
H1 -2.87218 0.28464 0.74235  0.10
H2 -4.46471 0.99301 0.91872  0.31
H3 -3.12196 1.99875 0.43203  0.29
H4 -3.96196 1.63888 -1.71166  0.35
H5 -4.84789 0.22017 -1.25495  0.28
H6 -1.94883 0.35900 -1.85200  0.23
H7 -0.75615 -2.33160 -0.75762  0.31
H8 -3.29221 -4.06832 -2.95908  0.07
H9 -4.84531 -2.53366 -3.20126  0.05
H10 -2.04634 -1.54050 -4.34312  0.24
C3 -1.26106 -1.90176 4.04358  -0.98
S1 -1.52110 -0.13725 3.87110  0.55
O2 -1.42342 0.17584 2.41729  -0.62
C4 0.03859 0.35824 4.61621  -0.99
H11 -2.11570 -2.40170 3.59333  0.31
H12 -0.34645 -2.18463 3.52174  0.33
H13 -1.20666 -2.14906 5.10293  0.35
H14 0.86418 -0.07975 4.05480  0.31
H15 0.05886 0.02886 5.65511  0.36
H16 0.09431 1.44398 4.57250  0.31
C5 3.29738 -3.12936 -1.94553  -0.77
S2 2.77599 -2.94748 -0.23823  0.39
O3 1.30115 -3.13720 -0.22689  -0.59
C6 3.06169 -1.17763 -0.13822  -0.83
H17 3.14707 -4.17002 -2.22431  0.35
H18 2.69155 -2.48247 -2.57999  0.13
H19 4.35350 -2.87389 -2.02952  0.35
H20 2.47288 -0.67392 -0.90483  0.23
H21 4.12422 -0.97531 -0.27240  0.36
H22 2.74527 -0.84877 0.84945  0.32
C7 -3.69699 1.91668 7.53682  -0.96
S3 -2.50383 0.57952 7.62210  0.60
O4 -3.01456 -0.51358 6.75707  -0.58
C8 -2.85065 0.10886 9.31983  -1.00
H23 -3.66492 2.31791 6.52615  0.29
H24 -4.69165 1.52608 7.75016  0.32
H25 -3.42303 2.69251 8.25156  0.36
H26 -3.90386 -0.15512 9.41180  0.30
H27 -2.59939 0.93620 9.98335  0.37
H28 -2.22967 -0.75261 9.55500  0.32
C9 0.71831 -0.86986 -5.69020  -0.95
S4 2.18342 0.08340 -6.07355  0.41
O5 3.22467 -0.31631 -5.08098  -0.59
C10 1.52180 1.66758 -5.54871  -0.80
H29 0.93090 -1.91613 -5.89742  0.40
H30 0.48239 -0.74453 -4.63306  0.17
H31 -0.11417 -0.53947 -6.31076  0.44
H32 1.21206 1.61859 -4.50750  0.20
H33 0.68748 1.93267 -6.19932  0.44
H34 2.31448 2.40418 -5.64984  0.25
C11 5.24883 2.00084 -4.06981  -0.81
S5 4.34678 2.29089 -2.54948  0.52
O6 2.91089 2.39870 -2.91578  -0.56
C12 4.93854 3.96599 -2.27640  -1.01
H35 4.95693 1.01530 -4.43002  0.17
H36 4.97200 2.76108 -4.80113  0.28
H37 6.31958 2.03405 -3.86591  0.43
H38 4.67911 4.58460 -3.13542  0.30
H39 6.01790 3.94730 -2.12589  0.37
H40 4.44913 4.34789 -1.38300  0.32

This record from the OMol25 dataset describes a molecular structure, C42H38FN5O7SW. The level of theory is ωB97M-V/def2-TZVPD.

The calculation puts the HOMO energy at -13.082 eV. Its spin multiplicity is 1. As for the total charge: +2. Its total energy is -2988.398901 Eh. The relative energy (zero: lowest compared OMol25 entry of this formula, charge and spin) is 5.360 eV. For the LUMO energy, the calculation gives -7.48 eV.

Each line ends with the Mulliken charge.
Positions of all 95 atoms, in Å:
W1 0.48694 -1.65821 -0.04719  1.71
O1 2.16183 -5.37713 -0.10705  -0.53
C1 1.81611 -4.31935 0.29042  -0.29
O2 1.05217 -3.45452 -0.44115  -0.20
C2 2.12084 -3.69493 1.60599  0.99
C3 2.92245 -4.19838 2.61169  -0.91
C4 3.10450 -3.41784 3.74749  -0.66
C5 2.48154 -2.17878 3.84877  -1.19
C6 1.68839 -1.77039 2.79381  0.58
N1 1.52521 -2.51751 1.71338  0.40
C7 0.89303 -0.51641 2.68963  0.11
O3 0.81596 0.34110 3.50737  -0.55
O4 0.20269 -0.50484 1.51859  -0.25
H1 3.39091 -5.16490 2.48825  0.65
H2 3.73641 -3.77292 4.55045  0.52
H3 2.59889 -1.53771 4.71142  0.63
C8 -0.79683 1.98915 1.42245  -1.63
C9 -0.63884 1.98205 -0.09927  1.18
C10 0.15999 4.22848 -0.61774  -1.24
C11 0.71058 2.31520 -2.19062  -0.14
C12 -0.56299 1.91244 -2.91973  -1.61
C13 -1.45830 1.07594 -2.37553  -0.59
C14 -2.68553 0.54711 -3.03515  -1.29
C15 -1.06866 0.69332 -0.95894  0.00
N2 -1.49191 -0.53539 -0.30013  0.84
C16 -2.58374 -0.89749 0.22181  1.30
C17 -3.83826 -0.10358 0.24493  -1.89
C18 -2.47561 -2.25703 0.85168  1.73
C19 -3.71041 -2.89276 1.37835  -2.26
N3 -1.30044 -2.77855 0.86569  0.70
C20 -1.13220 -4.06675 1.51383  -0.79
C21 -1.13826 -5.21907 0.72236  0.69
C22 -1.49545 -5.19079 -0.73577  -1.52
C23 -0.87243 -6.42587 1.36190  -0.84
C24 -0.63744 -6.47620 2.72622  -1.07
C25 -0.70547 -5.32365 3.49077  -0.98
C26 -0.97033 -4.09034 2.90318  1.31
C27 -1.16718 -2.87840 3.77548  -1.54
H4 0.16713 2.08534 1.91991  0.32
H5 -1.26242 1.09191 1.81510  -0.04
H6 -1.41020 2.84078 1.71070  0.60
H7 0.60306 4.50076 0.33551  0.12
H8 1.54687 1.95455 -2.79864  1.18
H9 -0.68149 2.24367 -3.94432  0.54
H10 -2.72975 0.87782 -4.07110  0.52
H11 -3.59876 0.89492 -2.54244  0.24
H12 -2.69900 -0.54638 -3.03026  0.25
H13 -3.66596 0.89907 -0.14173  0.17
H14 -4.21835 -0.02934 1.26461  0.52
H15 -4.60800 -0.59087 -0.35784  0.47
H16 -4.17444 -2.24620 2.12593  0.46
H17 -3.51387 -3.86740 1.81304  0.40
H18 -4.42962 -3.00012 0.56157  0.50
H19 -1.12085 -4.30680 -1.24510  0.11
H20 -2.58186 -5.21749 -0.85992  0.35
H21 -1.08925 -6.06376 -1.24305  0.48
H22 -0.85603 -7.33579 0.77598  0.50
H23 -0.42659 -7.42556 3.19997  0.48
H24 -0.57056 -5.37663 4.56447  0.55
H25 -0.44393 -2.85592 4.59008  0.54
H26 -2.15670 -2.91303 4.23834  0.44
H27 -1.10161 -1.93680 3.23474  0.00
C28 3.59724 4.94123 -3.13000  -1.47
C29 3.31531 4.88808 -1.63589  0.03
C30 2.59584 6.11903 -1.09399  -1.13
C31 1.23981 6.31816 -1.76088  -1.03
C32 0.36379 5.07564 -1.83376  2.47
C33 -0.87307 5.32569 -2.63619  -1.99
C34 -2.02820 4.78762 -2.25672  -0.10
F1 -3.17949 5.10096 -2.85958  -0.36
C35 -2.11208 3.67377 -1.31678  -0.02
C36 -1.03247 3.34105 -0.61764  -0.29
C37 0.76109 1.60394 -0.82212  0.94
O5 0.30996 0.28430 -1.08173  -0.09
C38 2.13211 1.59772 -0.27191  -0.21
C39 2.92375 2.69179 -0.59884  -0.02
N4 2.47969 3.71791 -1.31216  0.21
C40 1.07723 3.72574 -1.71065  -0.05
C41 2.78304 0.40731 0.22229  -0.79
O6 3.75602 0.26090 0.87700  -0.56
O7 2.15063 -0.88637 -0.23224  -0.54
H28 4.14278 5.85251 -3.37492  0.43
H29 2.67445 4.93852 -3.71197  0.30
H30 4.20000 4.08884 -3.44217  0.40
H31 4.24904 4.74648 -1.08993  0.56
H32 3.21182 7.00236 -1.26421  0.51
H33 2.48977 6.01732 -0.01095  0.35
H34 1.38577 6.67101 -2.78457  0.57
H35 0.67875 7.10206 -1.24899  0.41
H36 -0.84938 6.07269 -3.41930  0.55
H37 -2.96566 3.01609 -1.43749  0.91
H38 3.96919 2.71410 -0.31274  0.70
S1 0.38333 -2.55674 -4.53907  -0.29
C42 0.13406 -2.22772 -3.04426  0.81
N5 -0.08009 -1.95381 -1.89087  -0.26

This record from the OMol25 dataset describes 3 unconnected molecules or ions with the total composition C14H42N2O8P3 in a non-equilibrium geometry. The level of theory is ωB97M-V/def2-TZVPD.

The calculation puts the HOMO energy at -4.113 eV. Its spin multiplicity is 1. As for the total charge: -1. Its total energy is -2293.915514 Eh. For the LUMO energy, the calculation gives 2.51 eV.

Each line ends with the Mulliken charge.
Positions of all 69 atoms, in Å:
C1 5.25175 -0.16477 -0.37046  -0.86
O1 4.16956 -0.37027 0.52721  -0.48
C2 3.00324 0.39691 0.18307  -0.67
C3 2.58558 1.35153 1.36248  -0.13
C4 2.19652 2.82350 0.88801  -0.83
C5 0.70388 3.23168 1.10541  -1.26
P1 -0.67196 2.71037 -0.08644  -0.02
C6 0.49491 2.25178 -1.55061  -0.65
O2 -0.35742 2.19021 -2.74617  -0.15
O3 -0.23139 3.37844 -3.48986  -0.43
P2 -0.70638 0.56444 0.70223  -0.25
P3 -2.57652 -0.34286 0.01086  0.92
O4 -3.70037 0.66667 -0.09062  -0.65
O5 -3.00265 -1.60661 1.06539  -0.53
O6 -2.39196 -1.05020 -1.50848  -0.55
H1 6.18993 -0.10134 0.24382  0.29
H2 5.19148 0.78184 -0.95382  0.32
H3 5.37924 -1.00998 -1.09741  0.27
H4 2.16706 -0.34340 0.05084  0.00
H5 3.08655 0.97321 -0.76441  0.53
H6 1.79237 0.91357 2.02236  0.24
H7 3.49124 1.40957 2.02753  0.41
H8 2.66478 3.08808 -0.08893  0.41
H9 2.77847 3.46382 1.61645  0.40
H10 0.66805 4.35426 1.17687  0.45
H11 0.41413 2.88323 2.13998  0.41
H12 -1.77425 2.32556 -0.92304  0.09
H13 -1.64918 3.08749 0.94195  0.18
H14 -0.73316 4.09801 -0.59288  -0.03
H15 0.96037 1.23870 -1.48764  -0.05
H16 1.23504 3.05934 -1.80167  0.46
H17 -0.53519 4.09008 -2.89769  0.36
H18 -0.76841 0.64234 2.12763  0.01
H19 -2.77278 -2.42563 0.60479  0.29
H20 -1.51378 -1.45510 -1.56750  0.31
C7 5.02944 -1.96165 5.33728  -1.59
C8 4.17552 -1.82908 4.07887  0.53
C9 3.48826 -3.14359 3.66289  -0.70
O7 4.34672 -4.08349 3.02944  -0.39
C10 5.12231 -4.86475 3.91741  -0.67
N1 5.00023 -1.28318 2.99734  -0.58
H21 5.97713 -2.46707 5.14720  0.28
H22 5.27040 -0.97371 5.73521  0.39
H23 4.49787 -2.51310 6.11831  0.36
H24 3.38410 -1.10560 4.30035  0.42
H25 2.72422 -2.90109 2.91943  0.33
H26 2.96481 -3.60892 4.50824  0.47
H27 4.58568 -5.08778 4.84418  0.30
H28 6.06853 -4.36561 4.13876  0.23
H29 5.35644 -5.80676 3.41729  0.26
H30 4.40205 -1.10152 2.18188  0.24
H31 5.61638 -2.03026 2.68189  0.35
C11 -5.51682 -0.35517 -2.58607  -1.39
C12 -5.58827 -0.63484 -4.08308  0.63
C13 -6.04436 0.57941 -4.91206  -0.79
O8 -7.44109 0.84193 -4.85363  -0.41
C14 -7.85520 1.56737 -3.70901  -0.65
N2 -6.45268 -1.80175 -4.31343  -0.77
H32 -6.50234 -0.32932 -2.11759  0.16
H33 -4.94754 -1.13572 -2.08298  0.22
H34 -5.01848 0.59457 -2.38646  0.40
H35 -4.57613 -0.89090 -4.41188  0.39
H36 -5.83291 0.36691 -5.96499  0.36
H37 -5.47161 1.47783 -4.65417  0.43
H38 -7.10368 2.29380 -3.38937  0.30
H39 -8.09329 0.88554 -2.89038  0.24
H40 -8.77030 2.10519 -3.96682  0.25
H41 -6.42042 -2.04417 -5.30123  0.27
H42 -7.41379 -1.49803 -4.17204  0.32